C36H43BBr4InN8O3S | ωB97M-V/def2-TZVPD

XYZ file:
```
97
Properties=species:S:1:pos:R:3
In 7.77 3.19 19.05
C 7.50 1.48 15.47
C 9.02 1.61 15.44
C 9.48 2.87 14.66
C 9.68 1.45 16.79
C 11.10 1.19 16.97
C 11.25 0.95 18.33
N 10.05 1.03 18.93
N 9.06 1.41 17.97
B 9.58 0.75 20.39
N 8.24 -0.06 20.33
C 7.85 -1.27 20.79
C 6.49 -1.45 20.56
C 6.09 -0.21 19.92
N 7.12 0.59 19.74
C 4.67 0.07 19.55
C 3.88 0.70 20.74
C 3.92 -1.18 19.10
N 9.36 1.96 21.43
C 10.03 2.40 22.52
C 9.20 3.19 23.27
C 7.97 3.30 22.51
N 8.08 2.59 21.38
C 6.67 3.85 23.05
C 6.71 3.88 24.59
C 6.25 5.23 22.50
H 7.13 1.46 14.43
H 7.01 2.30 16.01
H 7.21 0.54 15.96
H 9.37 0.76 14.82
H 9.16 3.78 15.18
H 9.06 2.88 13.64
H 10.59 2.86 14.55
H 11.85 1.14 16.18
H 12.14 0.68 18.88
H 10.44 0.05 20.90
H 8.56 -1.94 21.26
H 5.89 -2.31 20.84
H 4.64 0.82 18.73
H 3.78 -0.05 21.57
H 2.89 1.01 20.41
H 4.40 1.58 21.13
H 3.80 -1.89 19.95
H 4.44 -1.70 18.29
H 2.91 -0.92 18.75
H 11.04 2.11 22.72
H 9.36 3.64 24.24
H 5.86 3.13 22.79
H 7.47 4.60 24.95
H 6.91 2.88 25.01
H 5.74 4.20 25.01
H 6.98 5.99 22.82
H 5.29 5.50 22.99
H 6.14 5.25 21.42
Br 10.29 9.08 22.29
C 10.15 7.43 21.38
C 11.29 6.56 21.27
Br 12.91 7.03 22.10
C 11.27 5.39 20.54
Br 12.68 4.14 20.38
C 10.03 4.99 19.92
O 9.87 3.92 19.21
C 8.81 5.85 20.14
O 7.68 5.36 19.74
C 8.94 7.12 20.80
Br 7.42 8.20 20.78
C 1.72 3.85 18.50
C 2.55 3.29 17.34
N 3.59 4.18 16.83
C 3.23 4.91 15.61
C 3.72 4.21 14.34
C 4.84 4.26 17.36
S 5.15 3.38 18.81
N 5.68 5.12 16.76
C 7.00 5.12 16.72
O 7.82 4.21 17.13
C 7.71 6.23 15.98
C 7.04 7.00 15.01
C 7.74 7.99 14.33
C 9.06 8.32 14.65
C 9.66 7.63 15.70
C 9.03 6.55 16.31
H 0.97 3.11 18.77
H 1.24 4.80 18.25
H 2.37 4.03 19.37
H 1.87 3.08 16.51
H 3.01 2.35 17.64
H 3.66 5.92 15.66
H 2.14 4.97 15.58
H 4.80 4.11 14.36
H 3.46 4.80 13.44
H 3.28 3.18 14.26
H 5.99 6.84 14.83
H 7.23 8.51 13.53
H 9.59 9.12 14.15
H 10.66 7.90 16.06
H 9.52 5.97 17.08
```

The charge is -1. Its orbital gap is 5.922 eV. For the energy above the lowest of the compared OMol25 structures with the same formula, charge and spin, the calculation gives 0.0 kcal/mol. The calculation puts the lowest unoccupied orbital energy at 0.0813 Ha. The energy is -352954.8537 eV. The HOMO energy is -3.7 eV.

Mulliken population analysis, charges in e, atoms 1 to 2:
1. In 1.19
2. C -1.37

=====

C36H43BI2MnN7OS3 | ωB97M-V/def2-TZVPD

XYZ file:
```
94
Properties=species:S:1:pos:R:3
Mn 0.02 -1.93 2.28
C 2.01 -5.40 -1.11
C 1.83 -3.94 -1.32
C 2.30 -3.28 -2.43
C 2.13 -1.88 -2.52
N 1.46 -1.24 -1.60
N 0.99 -1.86 -0.54
B 0.19 -0.83 0.31
N -1.20 -0.59 -0.30
N -1.30 0.33 -1.25
C -2.45 0.55 -1.83
C -3.61 -0.19 -1.48
C -3.52 -1.14 -0.51
C -4.67 -1.98 -0.07
C -2.26 -1.33 0.11
S -2.09 -2.48 1.35
C -2.56 1.64 -2.87
C -3.52 2.70 -2.31
C -1.21 2.27 -3.18
C -3.13 1.07 -4.18
N 0.97 0.39 0.65
N 0.55 1.59 0.29
C 1.17 2.68 0.67
C 2.35 2.62 1.44
C 2.79 1.39 1.88
C 3.96 1.23 2.79
C 2.06 0.26 1.50
S 2.42 -1.29 2.11
C 0.64 3.99 0.15
C 0.99 5.18 1.05
C 1.30 4.18 -1.23
C -0.89 3.90 0.02
C 1.20 -3.17 -0.31
S 0.78 -3.88 1.19
C 2.67 -1.00 -3.62
C 3.46 0.13 -2.95
C 3.57 -1.77 -4.59
C 1.47 -0.41 -4.37
H 2.47 -5.87 -1.97
H 1.05 -5.86 -0.90
H 2.63 -5.56 -0.23
H 2.79 -3.83 -3.21
H -4.54 -0.02 -1.99
H -5.58 -1.69 -0.59
H -4.82 -1.89 1.00
H -4.46 -3.03 -0.28
H -3.20 3.02 -1.32
H -4.53 2.32 -2.23
H -3.54 3.57 -2.96
H -0.70 2.52 -2.26
H -1.34 3.17 -3.77
H -0.58 1.58 -3.74
H -4.14 0.68 -4.05
H -2.49 0.27 -4.55
H -3.17 1.85 -4.93
H 2.87 3.52 1.73
H 4.37 2.20 3.08
H 4.74 0.65 2.29
H 3.67 0.68 3.68
H 2.05 5.42 1.00
H 0.71 4.98 2.08
H 0.44 6.05 0.71
H 2.36 4.38 -1.11
H 0.85 5.02 -1.75
H 1.18 3.29 -1.84
H -1.35 4.10 0.99
H -1.18 2.91 -0.29
H -1.25 4.64 -0.69
H 4.29 -0.28 -2.37
H 2.81 0.68 -2.28
H 3.86 0.80 -3.70
H 4.41 -2.22 -4.07
H 3.96 -1.08 -5.33
H 3.02 -2.54 -5.12
H 0.78 0.02 -3.65
H 0.96 -1.17 -4.95
H 1.81 0.37 -5.05
I -2.96 1.68 3.03
C -2.33 0.15 4.33
C -2.93 -0.08 5.56
C -2.51 -1.12 6.36
I -3.40 -1.34 8.27
C -1.49 -2.00 5.94
C -0.99 -3.10 6.67
C 0.01 -3.88 6.14
C 0.53 -3.58 4.88
N 0.09 -2.56 4.17
C -0.89 -1.77 4.67
C -1.25 -0.62 3.89
O -0.58 -0.32 2.83
H -3.73 0.57 5.88
H -1.39 -3.32 7.65
H 0.41 -4.71 6.70
H 1.31 -4.18 4.44
```

As for the spin multiplicity: 2. As for the expectation value of S²: 0.853. The charge is +1. Its orbital gap (alpha / beta) is 6.324 / 6.751 eV. The calculation puts the lowest unoccupied orbital energy (alpha / beta) at -0.1392 / -0.1261 Ha. The energy is -131208.0672 eV. The HOMO energy (alpha / beta) is -10.1 / -10.2 eV.

Mulliken population analysis, charges in e, atoms 1 to 2:
1. Mn -0.04
2. C -1.78

=====

C36H43CeClFI2N4OSi2 | ωB97M-V/def2-TZVPD

XYZ file:
```
91
Properties=species:S:1:pos:R:3
Ce -18.56 0.03 -0.59
C -18.65 -1.79 4.95
Si -18.41 -2.45 3.15
C -18.71 -4.31 3.24
C -16.57 -2.15 2.83
N -19.45 -1.74 2.00
C -20.80 -1.68 2.14
C -21.57 -2.24 3.19
C -22.95 -2.15 3.28
C -23.66 -1.51 2.29
C -22.98 -0.92 1.23
C -21.62 -1.00 1.19
F -20.98 -0.37 0.15
H -17.81 -2.18 5.53
H -19.58 -2.14 5.41
H -18.61 -0.70 4.99
H -18.04 -4.76 3.97
H -18.53 -4.73 2.26
H -19.74 -4.52 3.52
H -16.05 -1.78 3.71
H -16.41 -1.45 2.02
H -16.03 -3.06 2.50
H -21.03 -2.78 3.94
H -23.47 -2.58 4.13
H -24.74 -1.47 2.31
H -23.50 -0.39 0.43
I -17.36 -3.13 -0.75
C -15.36 -2.67 -0.48
C -14.45 -3.69 -0.58
C -13.09 -3.45 -0.34
C -12.65 -2.19 -0.09
C -13.58 -1.11 -0.05
C -13.13 0.23 0.21
C -14.02 1.25 0.25
C -15.40 0.99 0.09
C -15.93 -0.26 -0.13
C -14.97 -1.33 -0.20
H -14.77 -4.71 -0.80
H -12.37 -4.25 -0.41
H -11.60 -2.01 0.07
H -12.06 0.41 0.31
H -13.67 2.26 0.43
H -16.09 1.85 0.12
Cl -18.32 1.07 -4.14
C -17.32 0.43 -2.78
H -16.46 1.11 -2.73
H -16.93 -0.51 -3.20
N -15.09 1.73 3.82
C -16.21 1.97 4.54
O -16.16 2.26 5.73
C -17.51 1.83 3.84
C -18.68 2.28 4.46
C -19.88 2.09 3.82
C -19.89 1.48 2.58
N -18.78 1.06 1.96
C -17.64 1.20 2.60
H -14.23 1.73 4.35
H -15.10 1.47 2.85
H -18.60 2.76 5.43
H -20.83 2.39 4.27
H -20.82 1.34 2.05
H -16.77 0.80 2.10
I -20.70 -3.38 -1.67
C -19.82 -1.44 -2.34
H -20.70 -0.94 -2.72
H -19.25 -1.75 -3.24
C -16.61 4.09 -1.60
Si -18.02 4.05 -0.33
C -19.04 5.66 -0.50
C -17.18 4.19 1.39
N -18.93 2.64 -0.59
C -20.30 2.70 -0.60
C -21.04 2.02 -1.62
C -22.41 1.94 -1.58
C -23.13 2.58 -0.56
C -22.44 3.33 0.40
C -21.08 3.41 0.37
H -16.02 5.01 -1.54
H -17.03 4.07 -2.62
H -15.94 3.25 -1.53
H -18.31 6.45 -0.68
H -19.52 5.95 0.41
H -19.72 5.70 -1.32
H -16.60 5.14 1.43
H -16.46 3.40 1.64
H -17.92 4.22 2.18
H -20.45 1.57 -2.41
H -22.97 1.39 -2.35
H -24.21 2.49 -0.50
H -22.96 3.83 1.21
H -20.53 3.93 1.15
```

As for the spin multiplicity: 2. As for the expectation value of S²: 0.751. The charge is -2. Its orbital gap (alpha / beta) is 5.877 / 5.881 eV. For the energy above the lowest of the compared OMol25 structures with the same formula, charge and spin, the calculation gives 0.0 kcal/mol. The calculation puts the lowest unoccupied orbital energy (alpha / beta) at 0.1496 / 0.1496 Ha. The energy is -106167.8221 eV. The HOMO energy (alpha / beta) is -1.8 / -1.8 eV.

Mulliken population analysis, charges in e, atoms 1 to 2:
1. Ce 0.15
2. C -1.13

=====

C36H43ClN3O10RbSi2Te | ωB97M-V/def2-TZVPD

XYZ file:
```
97
Properties=species:S:1:pos:R:3
Rb 0.36 -0.89 -0.02
O 2.60 -3.93 4.69
C 1.58 -3.25 4.18
O 0.77 -3.70 3.41
C 1.56 -1.82 4.64
C 2.02 -1.49 5.91
C 1.91 -0.17 6.31
C 1.38 0.75 5.44
C 1.00 0.34 4.16
N 1.07 -0.93 3.78
C 0.48 1.42 3.17
O 0.12 2.48 3.71
O 0.48 1.12 1.95
H 2.75 -4.80 4.19
H 2.45 -2.26 6.54
H 2.24 0.13 7.30
H 1.25 1.80 5.68
O 2.51 -6.80 1.31
C 2.91 -5.95 2.14
O 3.14 -6.12 3.36
C 3.09 -4.55 1.61
C 4.05 -3.63 1.94
Cl 5.42 -3.80 2.95
N 3.72 -2.45 1.37
N 2.56 -2.55 0.70
C 2.18 -3.81 0.82
C 0.88 -4.25 0.23
O 0.79 -5.54 -0.04
O -0.02 -3.47 0.00
C 4.34 -1.17 1.44
C 3.54 -0.07 1.70
C 4.11 1.19 1.74
C 5.48 1.35 1.53
C 6.27 0.24 1.27
C 5.70 -1.03 1.21
H 1.54 -6.06 0.39
H 2.48 -0.19 1.88
H 3.47 2.05 1.94
H 5.92 2.34 1.57
H 7.33 0.36 1.09
H 6.31 -1.89 0.98
C -5.50 1.62 2.82
Si -4.86 3.38 2.88
C -6.34 4.53 3.11
C -3.71 3.60 4.34
C -3.96 3.80 1.31
Te -2.09 2.71 1.24
C -2.06 2.41 -0.89
Si -3.27 1.20 -1.67
C -2.98 1.24 -3.52
C -3.04 -0.54 -1.03
C -5.06 1.70 -1.36
H -5.85 1.30 3.81
H -4.70 0.93 2.51
H -6.33 1.52 2.12
H -6.88 4.29 4.03
H -7.04 4.44 2.28
H -6.02 5.57 3.17
H -4.22 3.35 5.28
H -3.37 4.64 4.42
H -2.82 2.97 4.27
H -3.74 4.87 1.24
H -4.55 3.52 0.43
H -1.05 2.04 -1.11
H -2.15 3.39 -1.35
H -1.93 1.03 -3.72
H -3.22 2.23 -3.93
H -3.59 0.50 -4.04
H -2.07 -0.92 -1.37
H -3.82 -1.19 -1.44
H -3.08 -0.60 0.06
H -5.26 2.73 -1.65
H -5.34 1.57 -0.31
H -5.71 1.05 -1.96
C 1.22 0.31 -8.77
C 1.13 0.09 -7.28
C 0.14 -0.72 -6.73
C 0.05 -0.93 -5.36
C -1.01 -1.83 -4.79
C 0.97 -0.31 -4.51
C 1.98 0.50 -5.04
C 2.97 1.15 -4.12
C 2.04 0.69 -6.42
C 0.89 -0.53 -3.01
O 1.63 -1.40 -2.52
O 0.05 0.19 -2.40
H 0.42 -0.22 -9.29
H 2.17 -0.05 -9.17
H 1.13 1.37 -9.02
H -0.58 -1.20 -7.39
H -1.81 -2.00 -5.51
H -1.44 -1.40 -3.88
H -0.58 -2.80 -4.51
H 3.47 0.40 -3.50
H 2.46 1.83 -3.43
H 3.72 1.71 -4.68
H 2.83 1.32 -6.83
```

The charge is -2. Its orbital gap is 6.622 eV. For the energy above the lowest of the compared OMol25 structures with the same formula, charge and spin, the calculation gives 17.5 kcal/mol. The calculation puts the lowest unoccupied orbital energy at 0.1344 Ha. The energy is -99210.9218 eV. The HOMO energy is -3.0 eV.

Mulliken population analysis, charges in e, atoms 1 to 2:
1. Rb 0.65
2. O -0.50